Entry 1:
{"formula": "C13H28BFNO4S", "method": "the ωB97M-V functional and the def2-TZVPD basis", "species": ["O", "C", "C", "O", "C", "O", "C", "B", "F", "S", "H", "H", "H", "H", "H", "H", "H", "H", "H", "H", "C", "C", "C", "C", "C", "C", "N", "O", "C", "C", "C", "H", "H", "H", "H", "H", "H", "H", "H", "H", "H", "H", "H", "H", "H", "H", "H", "H", "H"], "positions_angstrom": [[-0.7877, -3.7626, 3.0901], [-0.4975, -3.1297, 1.8322], [-0.3303, -1.6115, 1.9216], [-1.3828, -0.9209, 1.2745], [-2.5336, -0.7012, 1.9913], [-3.5940, -1.5255, 1.5124], [-4.2568, -2.2701, 2.5032], [-5.4720, -3.0678, 1.9114], [-5.8512, -2.9559, 0.6446], [-6.4638, -4.2077, 2.9190], [-1.0699, -3.0753, 3.7001], [0.4094, -3.5996, 1.4487], [-1.3084, -3.3346, 1.1282], [0.5867, -1.2508, 1.4485], [-0.2918, -1.3155, 2.9825], [-2.3782, -0.9142, 3.0603], [-2.8308, 0.3437, 1.8643], [-4.6342, -1.6249, 3.3152], [-3.5746, -2.9941, 2.9826], [-5.7727, -3.9866, 4.0462], [-0.3615, 2.6591, -1.8596], [0.5392, 1.4112, -1.8169], [1.3285, 1.3203, -3.1349], [2.4741, 2.3283, -3.2682], [3.0867, 2.6981, -1.9092], [2.8364, 1.6632, -0.8097], [1.4006, 1.5192, -0.6189], [1.1153, 0.5849, 0.3890], [3.4025, 2.2213, 0.5006], [3.5825, 0.3415, -1.0995], [-0.3534, 0.1763, -1.7399], [-0.9254, 2.7113, -0.9266], [-1.0642, 2.6292, -2.7011], [0.2437, 3.5653, -1.9391], [1.7300, 0.3086, -3.2146], [0.6276, 1.4284, -3.9702], [3.2434, 1.8967, -3.9159], [2.1314, 3.2351, -3.7749], [4.1653, 2.8552, -2.0160], [2.6668, 3.6443, -1.5539], [2.8450, 3.1176, 0.7800], [4.4641, 2.4736, 0.3881], [3.2815, 1.4842, 1.2920], [4.6635, 0.5083, -1.1608], [3.2598, -0.1222, -2.0317], [3.3687, -0.3518, -0.2858], [-1.0070, 0.1480, -2.6220], [-0.9601, 0.1819, -0.8398], [0.2495, -0.7323, -1.7175]], "forces_ev_per_angstrom": [[-0.08, 0.03, 0.00], [0.03, -0.03, -0.05], [0.08, -0.08, -0.05], [-0.21, 0.26, 0.13], [0.15, -0.19, 0.05], [-0.14, 0.01, 0.02], [0.09, -0.04, 0.00], [-0.05, -0.03, -0.09], [0.06, 0.03, 0.02], [0.00, 0.03, 0.07], [0.03, 0.00, 0.00], [0.02, 0.01, 0.06], [0.03, -0.01, -0.01], [-0.10, 0.10, -0.16], [0.05, 0.02, -0.04], [-0.02, 0.09, 0.02], [-0.04, -0.03, -0.11], [-0.01, -0.03, -0.01], [0.00, 0.04, 0.01], [-0.01, -0.05, 0.01], [0.02, -0.01, 0.06], [0.01, -0.14, -0.09], [0.05, -0.02, 0.00], [0.02, -0.04, 0.02], [-0.01, 0.04, -0.04], [0.12, -0.11, -0.06], [-0.05, 0.31, 0.31], [0.10, -0.18, -0.03], [0.07, 0.01, -0.02], [-0.02, 0.01, -0.02], [-0.12, -0.03, -0.12], [0.02, 0.03, 0.00], [-0.01, -0.03, -0.01], [-0.01, 0.00, 0.00], [-0.03, -0.01, 0.01], [0.00, 0.02, 0.00], [-0.01, 0.01, -0.02], [-0.02, 0.01, 0.02], [0.00, 0.00, 0.03], [-0.05, -0.02, -0.01], [0.01, 0.00, 0.00], [-0.01, -0.02, 0.00], [-0.05, 0.00, 0.00], [0.00, 0.01, 0.03], [0.04, -0.01, -0.01], [-0.06, 0.00, -0.01], [0.05, 0.00, -0.01], [0.05, 0.02, 0.03], [0.01, 0.00, 0.04]], "charge": -1, "e_lumo_ev": 1.940, "e_homo_ev": -1.542}

Entry 2:
{"formula": "C13H28BiN4O7", "method": "the ωB97M-V functional and the def2-TZVPD basis", "species": ["O", "H", "Bi", "N", "N", "N", "N", "O", "O", "O", "O", "C", "C", "C", "C", "C", "H", "H", "H", "C", "H", "H", "H", "C", "C", "H", "H", "H", "H", "H", "H", "H", "H", "C", "H", "H", "H", "O", "H", "H", "C", "C", "C", "O", "C", "H", "H", "H", "H", "H", "H", "H", "H"], "positions_angstrom": [[4.2590, -1.8694, -1.9470], [4.0964, -1.5959, -1.0203], [0.1173, -0.1219, -0.0352], [0.4246, -0.1008, -2.1402], [1.1445, 1.8177, -0.2322], [-1.4248, -1.6067, 0.2249], [-0.8592, 0.4977, 1.8790], [-0.3138, -0.7224, -2.9398], [-1.6225, -2.6426, -0.7375], [-0.4073, 1.5473, 2.7195], [1.3489, 2.6123, 0.7925], [1.9393, 1.6883, -1.3764], [1.5391, 0.7222, -2.3826], [-2.1405, -1.4967, 1.3422], [-1.8232, -0.3535, 2.2675], [2.1254, 0.4488, -3.6974], [2.4050, -0.6068, -3.7332], [2.9919, 1.0868, -3.8133], [1.3592, 0.6696, -4.4463], [3.0797, 2.6021, -1.4374], [3.7503, 2.3776, -0.6023], [2.6866, 3.6171, -1.3332], [3.5794, 2.4650, -2.3912], [-3.2582, -2.4373, 1.5945], [-2.5983, -0.1284, 3.5097], [-3.1031, -3.3334, 0.9955], [-4.1870, -1.9388, 1.3168], [-3.2296, -2.6525, 2.6580], [-2.4542, 0.8937, 3.8444], [-2.2079, -0.8383, 4.2376], [-3.6457, -0.3371, 3.2884], [-0.8015, -2.6604, -1.2950], [0.3419, 1.9859, 2.1836], [1.6969, -0.9618, 1.1376], [2.5452, -1.6140, 0.8668], [0.8796, -1.4709, 1.6694], [1.9504, 0.0033, 1.5968], [1.2656, -4.0428, -2.2084], [2.1472, -3.7430, -2.4192], [1.0490, -3.5785, -1.3559], [-3.5560, 2.7003, -0.7649], [-2.3475, 3.3692, -1.3979], [-1.5795, 2.1675, -1.9128], [-1.8473, 1.1696, -0.8728], [-2.8780, 1.6329, 0.0569], [-4.1579, 3.3405, -0.1337], [-4.1636, 2.1976, -1.5308], [-1.7420, 3.8700, -0.6243], [-2.5632, 4.0528, -2.2079], [-1.9682, 1.6975, -2.8318], [-0.4887, 2.3320, -1.9983], [-2.3463, 2.0439, 0.9348], [-3.4908, 0.7644, 0.3755]], "forces_ev_per_angstrom": [[-1.13, 0.39, 0.71], [0.33, -0.21, -0.56], [1.79, 2.09, -2.32], [1.49, 1.46, -0.61], [0.47, 0.10, -1.55], [-1.49, -1.53, 1.27], [-1.24, -1.24, 2.11], [0.62, 0.04, 0.06], [0.05, 1.29, 1.70], [-0.72, -1.59, -1.39], [0.16, -1.09, -0.83], [-1.89, -0.27, 2.49], [-2.18, -1.41, 0.79], [0.87, -0.56, -2.96], [2.21, 2.63, -0.83], [0.26, 0.59, -0.08], [0.19, 0.05, -0.07], [0.19, -0.16, -0.42], [0.20, -0.08, -0.17], [0.24, -0.02, -0.50], [0.05, 0.20, -0.15], [0.32, 0.02, 0.02], [0.31, 0.27, 0.13], [0.67, 0.25, 0.27], [0.17, -0.33, -0.54], [-0.20, 0.02, 0.11], [-0.20, -0.14, 0.10], [-0.45, -0.29, 0.11], [-0.03, -0.03, 0.15], [-0.25, 0.03, 0.40], [-0.03, 0.01, 0.34], [-0.71, 0.18, 0.09], [-0.57, -0.07, -0.10], [-0.21, -0.57, 1.07], [-0.67, 0.49, -0.44], [1.24, -0.43, 1.08], [0.38, -0.58, 0.34], [-1.48, 0.62, 1.50], [0.88, 0.46, -0.08], [0.86, -0.90, -1.21], [-0.29, -0.25, 0.22], [0.35, -0.06, -0.21], [0.02, -0.30, 0.02], [0.36, -0.95, 0.80], [0.65, -0.02, -0.20], [-0.23, 0.24, -0.09], [-0.05, 0.35, 0.20], [-0.23, 0.01, -0.32], [-0.18, 0.26, -0.01], [0.15, 0.55, 0.18], [-0.72, -0.11, 0.10], [-0.53, 0.07, -0.29], [0.22, 0.48, -0.42]], "de_lowest_kcal_mol": 162.41, "charge": 1, "e_lumo_ev": [-6.187, -6.419], "e_homo_ev": [-8.813, -8.769]}

Entry 3:
{"formula": "C13H28CuF3NO6", "method": "the ωB97M-V functional and the def2-TZVPD basis", "species": ["Cu", "C", "C", "O", "O", "H", "H", "H", "C", "O", "O", "C", "F", "F", "F", "C", "C", "H", "H", "H", "H", "H", "H", "C", "C", "C", "O", "H", "H", "H", "H", "H", "H", "H", "H", "C", "C", "C", "O", "C", "N", "H", "H", "H", "H", "H", "H", "H", "H", "H", "H", "H"], "positions_angstrom": [[23.6436, 9.4353, 21.9015], [25.2563, 11.7336, 24.6526], [25.0231, 10.8327, 23.5594], [24.7834, 11.2858, 22.4501], [25.0837, 9.6229, 23.6174], [26.1800, 12.2281, 24.3518], [25.5168, 11.2137, 25.5745], [24.6182, 12.6098, 24.7676], [22.8514, 10.6427, 18.8658], [21.4957, 11.0023, 19.1703], [22.9947, 9.5551, 19.7252], [23.1970, 10.3612, 17.2515], [22.3294, 9.4987, 16.7651], [23.0151, 11.4836, 16.5621], [24.4993, 9.9410, 17.0365], [21.0259, 11.8966, 18.2009], [19.8006, 12.5583, 18.8115], [20.0520, 13.2919, 19.5776], [19.3661, 13.2498, 18.0897], [19.0663, 11.8222, 19.1387], [20.6814, 11.4484, 17.2689], [21.6167, 12.7754, 17.9427], [23.5221, 11.3936, 19.2833], [21.7712, 11.1361, 24.4079], [20.8617, 10.5668, 23.3446], [20.2700, 11.8914, 22.5658], [21.4204, 9.6300, 22.4401], [22.4040, 11.8961, 23.9496], [22.3794, 10.3553, 24.8644], [21.2289, 11.7226, 25.1496], [20.0365, 10.2659, 23.9900], [20.1764, 12.6980, 23.2929], [19.2997, 11.6738, 22.1194], [20.9689, 12.2706, 21.8202], [20.7511, 9.5471, 21.7569], [24.5757, 4.9619, 21.5134], [24.9013, 6.4407, 21.6704], [25.5616, 7.1861, 20.5446], [25.8871, 8.4015, 21.1860], [27.0104, 9.0127, 20.5266], [23.6999, 7.0557, 22.3242], [23.6679, 4.5790, 21.9795], [25.3652, 4.4010, 22.0137], [24.6289, 4.7536, 20.4448], [25.5621, 6.5330, 22.5323], [24.8724, 7.2584, 19.7032], [26.4397, 6.7115, 20.1066], [27.2731, 10.0211, 20.8466], [26.8857, 9.1221, 19.4493], [27.9105, 8.4509, 20.7761], [22.9301, 6.4975, 21.9836], [23.7128, 6.7642, 23.2911]], "forces_ev_per_angstrom": [[1.34, 0.39, -1.10], [1.93, 1.40, 1.71], [-0.41, 0.44, -0.48], [-2.03, 2.37, -3.93], [-0.74, -4.69, 1.87], [0.41, 0.10, 0.06], [-0.48, 0.13, 0.09], [-0.55, -0.59, -0.02], [0.45, -2.40, 2.94], [1.29, 0.72, -2.48], [1.36, -0.57, 0.00], [-0.03, 0.32, 2.78], [0.10, -1.06, -0.39], [0.79, 0.49, -0.55], [-1.74, 0.33, 0.37], [-2.78, 1.79, 0.62], [-0.31, 0.72, -0.34], [0.22, -0.58, 0.64], [-0.40, -0.38, -0.48], [-0.05, 0.20, 0.14], [0.39, -0.50, -0.03], [1.03, -0.47, 0.13], [0.17, 0.82, -0.90], [1.40, 0.13, -0.77], [-1.61, 3.94, 0.20], [0.75, -1.61, 0.78], [-0.02, 0.16, 1.09], [0.56, -0.21, -0.06], [0.07, 0.11, 0.26], [-0.33, -0.55, 0.09], [-0.47, -1.35, -0.81], [-0.30, -0.15, 0.13], [0.06, 0.10, -0.12], [0.06, -0.39, -0.17], [0.31, -0.22, -0.68], [1.49, -0.41, -0.81], [-0.30, -1.15, 3.03], [-1.08, 0.01, 0.38], [0.83, 1.14, -1.45], [0.34, 0.32, 0.20], [-0.61, 1.17, -1.46], [-0.24, 0.46, -0.29], [0.15, -0.25, -0.30], [-0.37, -0.62, 0.01], [0.79, -0.11, -0.42], [-0.29, 0.73, -0.18], [0.24, -0.42, 0.56], [-0.89, 0.06, 0.64], [-0.22, -0.45, -0.12], [0.04, -0.43, -0.31], [-0.64, 0.51, -0.41], [0.33, 0.46, 0.34]], "spin_multiplicity": 2, "e_lumo_ev": [0.468, -1.625], "s_squared": 0.754, "e_homo_ev": [-8.784, -8.317]}

Entry 4:
{"formula": "C13H28F12HfO25S6Sn", "method": "the ωB97M-V functional and the def2-TZVPD basis", "species": ["Sn", "Hf", "C", "F", "F", "F", "S", "O", "O", "O", "C", "F", "F", "F", "S", "O", "O", "O", "C", "F", "F", "F", "S", "O", "O", "O", "C", "F", "F", "F", "S", "O", "O", "O", "O", "S", "O", "O", "C", "C", "C", "H", "H", "H", "H", "H", "H", "H", "H", "O", "S", "O", "O", "C", "C", "C", "H", "H", "H", "H", "H", "H", "H", "H", "O", "H", "H", "O", "H", "H", "O", "H", "H", "O", "H", "H", "C", "C", "O", "C", "O", "O", "H", "H", "H", "H"], "positions_angstrom": [[19.5965, 5.5127, 1.7605], [24.0948, 5.5568, -1.8398], [23.2628, 3.3214, 2.3362], [22.7922, 4.3188, 3.1013], [24.5457, 3.5118, 2.1344], [22.9803, 2.1916, 2.9249], [22.3114, 3.3501, 0.6917], [23.0826, 4.3332, -0.1729], [22.4140, 2.0340, 0.1916], [20.9189, 3.7441, 0.9636], [19.7986, 3.4701, -2.6341], [18.5080, 3.5158, -2.4773], [20.4289, 2.5242, -1.9897], [19.9844, 3.3463, -3.9385], [20.5511, 5.1767, -2.2484], [20.1098, 5.9818, -3.3008], [20.2402, 5.5647, -0.9174], [22.0389, 5.0464, -2.2596], [23.4936, 9.9239, -3.3386], [22.8448, 11.0271, -3.5475], [24.3092, 9.6866, -4.3502], [24.2477, 10.0151, -2.2504], [22.2559, 8.5439, -3.0315], [21.4775, 8.3328, -4.1738], [23.1730, 7.3658, -2.7045], [21.5405, 8.9566, -1.8706], [22.7233, 8.9647, 1.4687], [23.3313, 9.2365, 2.6050], [21.5030, 9.4318, 1.4817], [23.4037, 9.4712, 0.4580], [22.8137, 7.0512, 1.2786], [24.0132, 6.7445, 1.9945], [21.5613, 6.4965, 1.7512], [23.0249, 6.7631, -0.1594], [24.8643, 14.5049, 2.7783], [24.0367, 13.9939, 1.7609], [22.6280, 14.0642, 1.7879], [24.4809, 14.7509, 0.4274], [23.6177, 14.6543, -0.7132], [24.2476, 15.1028, -2.0214], [24.5198, 12.3358, 1.3354], [22.7239, 15.2438, -0.5078], [23.3024, 13.6089, -0.8237], [24.1751, 16.1864, -2.0978], [23.9128, 14.5412, -2.8841], [25.3320, 14.9488, -1.9389], [25.4860, 12.3012, 0.8417], [23.7169, 11.9232, 0.7341], [24.6481, 11.8681, 2.3134], [21.7008, 10.1384, 6.3841], [21.8797, 11.0048, 5.2740], [21.3162, 10.8419, 3.9670], [21.4526, 12.4579, 5.7640], [21.5806, 12.7286, 7.1871], [21.4359, 14.2328, 7.2887], [23.6538, 11.2983, 5.0849], [22.5375, 12.3994, 7.5956], [20.7872, 12.1985, 7.7118], [22.3098, 14.6517, 6.7842], [21.5042, 14.6362, 8.2981], [20.5146, 14.5733, 6.8262], [23.7958, 12.3062, 4.7112], [23.9434, 10.5185, 4.3855], [24.0966, 11.1823, 6.0677], [20.4266, 7.9008, 3.3930], [20.3547, 7.8054, 4.3550], [20.7489, 8.8170, 3.2633], [25.5287, 6.8967, -0.5412], [25.5470, 7.3100, 0.3598], [26.4608, 6.6483, -0.7207], [19.6792, 8.4144, 0.0555], [20.1883, 8.6278, -0.7482], [20.0810, 8.9557, 0.7473], [25.9788, 6.7486, 3.6460], [25.6001, 7.0535, 4.4773], [25.2064, 6.5426, 3.0697], [19.6688, 11.4279, -2.8935], [18.6032, 11.1349, -1.8296], [19.3194, 11.2205, -0.6159], [20.5846, 11.6214, -0.8136], [21.3950, 11.5532, 0.0039], [20.7805, 11.9030, -2.1129], [19.3605, 12.2971, -3.4708], [19.8880, 10.6185, -3.5848], [18.1699, 10.1420, -1.9608], [17.7890, 11.8522, -1.9373]], "forces_ev_per_angstrom": [[1.16, 0.90, -1.26], [-9.62, 4.45, 3.98], [-1.12, 0.99, 0.11], [0.07, -0.01, -0.09], [0.05, -0.36, -0.15], [0.38, -0.24, -0.17], [0.76, -0.99, -0.47], [1.44, -0.16, 0.00], [0.19, -0.44, -0.25], [0.46, 0.92, 0.60], [1.00, 1.33, -1.59], [-0.47, -0.14, 1.34], [-0.29, -0.44, 0.56], [0.67, -0.43, -0.36], [-1.68, 0.01, 0.06], [-0.52, 0.75, -1.15], [-1.03, 0.08, 2.09], [5.08, -0.99, -1.19], [0.34, -0.64, 0.11], [-0.35, 0.36, -0.08], [-0.12, -0.48, -0.44], [0.12, 0.12, 0.64], [-0.69, 1.57, 0.32], [0.07, -0.43, -1.61], [3.36, -3.28, 0.57], [0.52, 0.00, 0.78], [0.38, -0.44, -0.37], [-0.06, -0.13, -0.09], [0.59, 0.17, 0.46], [0.08, -0.17, 0.02], [0.57, 0.69, -1.06], [-0.51, -0.33, -0.11], [0.12, -0.77, -0.24], [0.04, 0.45, -1.25], [0.54, 0.09, 0.99], [0.60, 0.31, -2.63], [-1.26, -0.27, 0.80], [0.83, 0.35, 0.01], [-1.27, -0.71, -0.52], [1.63, 0.53, 1.29], [0.06, 0.12, 0.79], [-0.01, -0.11, 0.07], [-0.04, 0.08, 0.13], [-0.35, -0.07, -0.52], [-0.41, 0.20, -0.05], [-0.10, -0.24, -0.13], [-0.01, 0.31, -0.12], [0.00, -0.18, 0.07], [-0.28, -0.39, -0.17], [-0.58, -1.53, -0.11], [1.68, 3.14, 0.66], [-0.38, -0.80, 0.09], [-0.10, -0.83, -0.48], [-0.63, 0.61, 0.63], [0.77, 0.10, -0.07], [-1.10, -0.60, -0.03], [0.06, -0.10, -0.29], [0.03, -0.06, -0.07], [-0.29, 0.25, -0.27], [-0.22, -0.42, 0.19], [0.01, 0.04, -0.07], [0.03, 0.00, -0.25], [0.56, 0.18, 0.12], [0.16, -0.10, -0.03], [-0.24, 0.20, 0.68], [-0.07, 0.27, -0.15], [-0.50, -0.26, 0.38], [1.15, -1.52, -1.26], [-0.64, -0.44, -0.35], [-0.07, 0.62, 0.38], [-0.14, -0.72, 0.30], [-0.27, -0.21, 0.36], [-0.80, -0.08, -0.65], [-0.49, -0.25, -0.58], [0.11, -0.04, 0.00], [1.10, 0.27, 1.25], [-0.59, 1.53, 0.04], [-0.17, -0.34, -1.15], [-0.79, 0.16, 0.54], [-2.61, -1.06, -2.90], [3.02, 0.59, 2.67], [0.36, -0.26, -0.30], [-0.03, -0.17, -0.31], [0.49, -0.20, 0.35], [0.15, -0.04, 0.34], [0.11, 0.13, 0.64]], "de_lowest_kcal_mol": 0.00, "charge": 2, "e_lumo_ev": -10.419, "e_homo_ev": -14.256}